A molecular structure, C21H33NO4 in a non-equilibrium geometry. Source: the Open Molecules 2025 dataset; level of theory: ωB97M-V/def2-TZVPD.

```
59
Properties=species:S:1:pos:R:3:forces:R:3:lowdin_charge:R:1
C 1.144646 7.629038 1.263899 1.9 -6.1 1.9 -0.091
H 1.028866 8.588943 1.183393 -1.2 5.5 -0.9 0.000
C 0.103573 6.705483 0.611202 0.3 7.0 -3.1 -0.315
C 0.408518 5.336768 0.479692 -3.2 -1.7 -2.5 -0.275
C 0.518865 4.702888 1.756675 -7.5 -0.4 3.1 -0.248
C 0.450491 3.275574 1.704268 -2.8 -2.2 1.1 -0.300
C 0.310668 2.666704 3.022825 4.4 -5.0 2.2 -0.135
C 0.737492 0.972531 3.119810 -2.0 4.9 -12.3 -0.114
C -0.451343 0.280587 2.461331 -2.0 1.0 -3.7 -0.239
C -0.421101 -1.280691 2.438135 -4.0 4.7 7.0 -0.281
C 0.728557 -1.873391 2.017340 7.5 -0.8 -5.5 -0.188
H 0.817447 -2.912049 2.051544 -0.3 -1.9 0.4 0.086
H 1.854284 -1.530975 2.213206 -2.7 -0.2 1.0 0.164
C 0.884127 -1.499211 0.410805 3.1 2.6 1.4 -0.110
C -0.189797 -1.701246 -0.429112 -11.6 3.9 -5.7 -0.341
O -1.024478 -0.680616 -1.030306 4.9 -4.2 3.1 -0.132
N -0.717232 -2.934846 -0.669617 4.1 -1.5 5.5 0.119
H -0.213250 -3.625400 -0.114108 0.4 -0.2 -0.1 0.145
C -1.890823 -3.599950 -1.087142 -3.2 10.9 -0.8 -0.256
C -2.151166 -4.887733 -0.808746 5.9 -7.4 5.0 -0.452
O -1.117554 -5.524079 -0.173310 -6.1 2.0 -3.1 -0.010
O -3.307795 -5.354343 -1.217473 0.7 -4.5 1.3 0.124
H -3.286463 -6.429018 -0.996487 -0.1 3.9 -0.8 0.251
H -2.966518 -2.859498 -0.730626 3.0 -2.2 -1.0 0.292
C -1.728163 -3.295729 -2.495819 -11.7 1.2 -5.6 -0.300
O -2.443387 -2.012026 -2.985563 2.8 0.4 2.2 -0.096
H -1.924836 -1.220964 -2.566123 -1.1 -1.8 -0.4 0.076
C -0.526400 -3.506965 -3.097251 1.8 13.0 -1.1 -0.349
C -0.100692 -4.595530 -3.366731 3.2 -16.0 -2.1 -0.088
C 1.214613 -4.937207 -3.843976 0.8 -2.3 1.4 -0.044
C 2.105612 -3.931395 -4.012109 -3.7 2.7 0.2 -0.149
C 1.739577 -2.570058 -4.005603 -6.5 -0.9 1.8 0.003
C 0.280973 -2.383985 -3.566447 4.4 1.6 -0.8 0.078
H 0.003265 -1.276739 -3.622282 -0.3 -2.0 0.5 0.125
H 2.258468 -1.689282 -4.341633 0.4 -0.2 0.0 0.085
H 3.000345 -4.150668 -4.303844 5.5 -1.4 -1.5 0.034
H 1.799643 -6.015417 -3.824927 -2.5 2.5 -0.2 0.164
H -0.910203 -5.485736 -3.127712 2.4 1.7 -0.7 0.186
H -2.619782 -3.895187 -3.126179 2.5 0.4 1.6 0.216
H 1.085149 -0.318431 0.410618 -0.2 -2.8 -0.4 0.162
H 1.616092 -2.044395 -0.245259 0.7 0.4 1.4 0.157
H -0.663105 -1.397105 3.611355 0.9 -0.7 -2.1 0.167
H -1.336385 -1.581644 2.031621 -1.1 -0.9 -1.2 0.099
H -0.591033 0.652073 1.236777 0.3 -0.9 3.5 0.156
H -1.405762 0.627866 2.997242 1.1 -0.7 -0.9 0.129
H 1.563396 0.665672 2.407593 -0.1 0.9 1.4 0.117
H 0.723954 0.574672 3.941065 1.0 -3.4 9.6 -0.002
H 1.190927 2.873305 3.578328 0.7 1.5 1.1 0.085
H -0.474888 2.632068 3.707693 -2.0 0.9 0.3 0.089
H 1.365253 3.054500 1.384044 3.8 -2.1 -1.8 0.093
H -0.308282 2.747237 1.182354 -0.7 0.5 -1.8 0.112
H -0.595157 4.885238 2.410985 2.7 0.4 -1.7 0.206
H 1.175145 4.866558 2.529137 2.3 1.6 1.0 0.097
H 1.281261 5.193464 -0.053141 2.1 -0.2 -1.5 0.102
H -0.476474 4.871929 -0.258128 2.2 0.6 2.2 0.197
H -0.196625 7.245231 -0.411265 1.3 -1.4 1.3 0.151
H -0.740106 7.097030 1.063487 -2.5 -0.9 1.7 0.077
H 1.246012 7.455704 2.376781 -0.4 -0.1 -0.9 0.096
H 2.141581 7.400446 0.907713 0.4 0.0 -0.3 0.074
```
Forces are in eV/Å.

Total charge = 0
E_tot = -31976.79062 eV
HOMO = -8.8 eV
Gap between HOMO and LUMO = 8.93 eV
E_LUMO = 0.00632 Ha
Largest force on an atom = 16.4 eV/A